1.
DFT (ωB97M-V/def2-TZVPD) results for a structure of composition C21H26AsBrCoN3O2S.

Energy relative to the best compared isomer or geometry (same formula, charge and spin)   50.7 kJ/mol
Lowest unoccupied orbital energy (alpha / beta)   -6.6 / -10.0 eV
Charge   +2
Spin multiplicity   5

XYZ file:
```
56
C21H26AsBrCoN3O2S (ωB97M-V/def2-TZVPD)
Co 0.76 0.53 -1.76
C 3.49 -0.86 -2.79
O 2.66 -0.59 -1.66
C 3.22 -0.69 -0.42
C 4.55 -0.96 -0.16
C 4.99 -1.03 1.17
Br 6.84 -1.36 1.49
C 4.11 -0.89 2.23
C 2.76 -0.63 1.98
C 2.33 -0.48 0.65
O 1.04 -0.09 0.33
C 1.83 -0.54 3.09
N 2.16 -0.12 4.29
C 1.05 -0.19 5.06
C 0.87 0.10 6.42
C -0.36 -0.19 6.98
C -1.41 -0.68 6.20
C -1.26 -0.96 4.84
C -0.03 -0.71 4.29
N 0.50 -0.89 3.02
H 4.29 -0.13 -2.88
H 2.84 -0.80 -3.67
H 3.90 -1.87 -2.73
H 5.27 -1.10 -0.95
H 4.45 -0.99 3.24
H 0.62 0.25 1.14
H 1.67 0.53 7.00
H -0.53 -0.01 8.03
H -2.37 -0.87 6.66
H -2.08 -1.38 4.27
H 0.08 -1.49 2.33
S 2.03 4.47 -3.60
C 1.53 3.14 -2.91
N 1.13 2.15 -2.40
C -2.71 -2.33 -2.83
C -2.89 -1.13 -1.91
As -1.58 0.31 -2.32
C -1.93 0.76 -4.22
C -3.37 1.19 -4.50
C -2.22 1.83 -1.20
C -3.70 2.21 -1.25
H -3.42 -3.12 -2.58
H -1.70 -2.74 -2.76
H -2.90 -2.04 -3.87
H -2.77 -1.42 -0.86
H -3.89 -0.72 -2.03
H -1.67 -0.13 -4.81
H -1.23 1.55 -4.49
H -4.09 0.53 -4.01
H -3.57 1.16 -5.57
H -3.54 2.21 -4.16
H -1.60 2.69 -1.48
H -1.95 1.55 -0.18
H -3.93 2.75 -2.16
H -3.93 2.87 -0.41
H -4.35 1.34 -1.18
```


2.
DFT (ωB97M-V/def2-TZVPD) results for a structure of composition C16H9F5N4O5PtS3.

Lowest unoccupied orbital energy (alpha / beta)   -3.2 / -3.2 eV

XYZ file:
```
43
C16H9F5N4O5PtS3 (ωB97M-V/def2-TZVPD)
Pt -0.78 -0.20 -1.34
N 4.43 -2.20 4.04
C 3.98 -1.71 2.85
C 3.23 -2.52 1.99
C 2.76 -2.03 0.80
C 3.04 -0.72 0.44
C 3.78 0.11 1.29
C 4.25 -0.39 2.48
S 2.29 -0.01 -0.94
O 3.13 1.02 -1.48
O 1.75 -1.04 -1.80
N 0.86 0.62 -0.36
C 0.52 1.95 -0.38
N -0.74 1.98 -0.85
C -1.34 3.16 -0.97
C -0.66 4.31 -0.61
C 0.64 4.15 -0.13
N 1.25 2.97 0.01
H 4.24 -3.15 4.31
H 4.97 -1.63 4.66
H 3.00 -3.54 2.28
H 2.17 -2.66 0.14
H 3.98 1.14 1.00
H 4.82 0.25 3.15
H -2.35 3.18 -1.35
H -1.12 5.28 -0.69
H 1.22 5.02 0.17
F -2.64 1.31 -3.38
C -3.35 0.86 -2.33
C -2.73 0.17 -1.30
C -3.51 -0.27 -0.25
F -2.96 -0.94 0.76
C -4.87 -0.02 -0.21
F -5.60 -0.44 0.82
C -5.46 0.67 -1.24
F -6.77 0.92 -1.21
C -4.70 1.12 -2.31
F -5.28 1.79 -3.30
O -0.24 -3.54 0.33
S -1.09 -3.98 -0.73
O -0.51 -4.78 -1.76
O -2.49 -4.11 -0.47
S -1.14 -2.08 -2.13
```


3.
DFT (ωB97M-V/def2-TZVPD) results for a cluster of 9 separate species, C12H45N3O9 in total.

Energy relative to the best compared isomer or geometry (same formula, charge and spin)   0.0 kJ/mol
Lowest unoccupied orbital energy   0.4 eV
Structure (SMILES)   COC[C@H](C)N.COC[C@H](C)N.COC[C@H](C)N.O.O.O.O.O.O

XYZ file:
```
69
C12H45N3O9 (ωB97M-V/def2-TZVPD)
C 2.27 -5.56 -14.81
O 1.70 -6.59 -14.04
C 0.41 -6.29 -13.53
C -0.15 -7.52 -12.86
C -0.38 -8.66 -13.86
N -1.42 -7.20 -12.22
H 3.15 -5.98 -15.30
H 2.58 -4.71 -14.20
H 1.61 -5.23 -15.62
H 0.49 -5.48 -12.79
H -0.27 -5.97 -14.33
H 0.58 -7.93 -12.14
H -1.29 -8.53 -14.45
H -0.41 -9.62 -13.33
H 0.47 -8.78 -14.54
H -1.24 -6.58 -11.44
H -1.80 -8.06 -11.82
C 3.44 -11.02 -8.59
O 3.43 -9.64 -8.90
C 4.03 -9.36 -10.15
C 4.35 -7.88 -10.31
C 3.12 -6.98 -10.35
N 5.14 -7.66 -11.53
H 2.67 -11.57 -9.16
H 3.17 -11.12 -7.54
H 4.41 -11.45 -8.83
H 4.99 -9.90 -10.26
H 3.40 -9.75 -10.96
H 5.02 -7.61 -9.49
H 3.47 -5.96 -10.44
H 2.57 -7.04 -9.41
H 2.49 -7.24 -11.20
H 6.02 -8.17 -11.47
H 4.64 -8.04 -12.33
C 1.37 -18.51 -11.60
O 1.56 -17.14 -11.82
C 0.42 -16.51 -12.41
C 0.43 -15.05 -12.05
C -0.52 -14.25 -12.94
N 1.80 -14.46 -12.14
H 1.06 -19.02 -12.53
H 0.56 -18.70 -10.88
H 2.30 -18.92 -11.23
H 0.51 -16.58 -13.51
H -0.49 -17.01 -12.08
H 0.09 -14.87 -11.03
H -0.75 -13.29 -12.48
H -1.47 -14.76 -13.11
H -0.08 -14.07 -13.92
H 2.35 -14.98 -11.46
H 2.22 -14.80 -13.01
O 0.89 -8.86 -8.11
H 1.83 -9.11 -8.19
H 0.48 -9.57 -7.60
O -2.55 -9.17 -10.24
H -1.85 -9.82 -10.44
H -3.36 -9.68 -10.20
O -0.93 -12.45 -9.20
H -0.59 -11.76 -9.80
H -1.34 -13.10 -9.77
O 3.09 -9.02 -13.59
H 2.50 -8.26 -13.77
H 2.52 -9.66 -13.14
O 1.57 -11.71 -12.63
H 1.48 -12.65 -12.32
H 2.30 -11.74 -13.26
O 0.18 -10.27 -10.68
H 0.72 -9.90 -9.97
H 0.82 -10.62 -11.34
```


4.
DFT (ωB97M-V/def2-TZVPD) results for a cluster of 2 separate species, C17H26N6O4 in total.

Energy relative to the best compared isomer or geometry (same formula, charge and spin)   41.6 kJ/mol
Lowest unoccupied orbital energy   0.5 eV
Structure (SMILES)   Nc1cc(N)c2c(=O)[nH][nH]c(=O)c2c1.CNC(=O)[C@H](CC(C)C)NC(C)=O

XYZ file:
```
53
C17H26N6O4 (ωB97M-V/def2-TZVPD)
N 1.49 -2.66 -0.81
C 2.10 -2.69 0.42
C 3.20 -3.52 0.60
C 3.82 -3.60 1.84
N 4.89 -4.45 1.96
C 3.36 -2.84 2.93
C 4.00 -2.89 4.27
O 5.02 -3.51 4.52
N 3.45 -2.16 5.31
N 2.36 -1.24 5.10
C 1.72 -1.18 3.88
O 0.75 -0.43 3.79
C 2.23 -1.99 2.74
C 1.62 -1.93 1.48
H 1.99 -3.06 -1.60
H 0.81 -1.91 -1.01
H 3.56 -4.12 -0.22
H 5.39 -4.39 2.86
H 5.44 -4.64 1.13
H 4.05 -2.09 6.13
H 1.84 -0.85 5.89
H 0.75 -1.30 1.33
C -3.09 -0.13 -4.19
N -1.91 -0.68 -3.52
C -1.33 -0.23 -2.40
O -0.37 -0.83 -1.93
C -1.86 1.04 -1.71
C -1.27 2.32 -2.34
C -1.90 3.65 -1.88
C -1.14 4.82 -2.51
C -3.37 3.78 -2.27
N -1.56 1.01 -0.27
C -2.42 1.30 0.71
C -1.93 1.13 2.12
O -3.57 1.69 0.50
H -3.96 -0.23 -3.54
H -2.94 0.92 -4.44
H -3.27 -0.68 -5.11
H -1.49 -1.51 -3.91
H -2.95 1.05 -1.83
H -0.20 2.34 -2.13
H -1.38 2.26 -3.43
H -1.81 3.74 -0.79
H -1.56 5.76 -2.16
H -1.22 4.78 -3.60
H -0.09 4.78 -2.23
H -3.96 3.02 -1.76
H -3.48 3.67 -3.35
H -3.75 4.75 -1.96
H -0.66 0.66 0.00
H -1.00 1.69 2.26
H -1.74 0.07 2.31
H -2.68 1.49 2.81
```


5.
DFT (ωB97M-V/def2-TZVPD) results for a structure of composition C2H2F2LiOY.

Energy relative to the best compared isomer or geometry (same formula, charge and spin)   0.0 kJ/mol
Lowest unoccupied orbital energy (alpha / beta)   -15.1 / -15.5 eV
Charge   +3
Spin multiplicity   2

XYZ file:
```
9
C2H2F2LiOY (ωB97M-V/def2-TZVPD)
F -2.57 1.75 -0.85
O -0.33 -0.83 -0.27
Y -2.64 -0.25 -0.50
Li -1.55 3.17 -0.95
C 1.14 -0.87 -0.20
C 1.20 -0.71 1.12
H 2.39 -0.74 1.02
F 1.53 -0.06 -1.16
H 0.82 -1.46 1.80
```


6.
DFT (ωB97M-V/def2-TZVPD) results for a cluster of 2 separate species, C3H7ClOSi in total.

Energy relative to the best compared isomer or geometry (same formula, charge and spin)   624.3 kJ/mol
Lowest unoccupied orbital energy (alpha / beta)   -1.5 / -1.1 eV

XYZ file:
```
13
C3H7ClOSi (ωB97M-V/def2-TZVPD)
C 0.94 0.15 -0.66
C 1.78 1.40 -0.61
C -0.51 0.30 -0.76
O 1.42 -0.97 -0.56
Si -1.61 -1.24 -0.67
Cl -1.17 1.84 -0.79
H 1.61 2.01 -1.49
H 2.83 1.14 -0.54
H 1.49 1.98 0.26
H -0.63 -0.50 -3.02
H -0.91 -2.41 -1.15
H -2.83 -0.91 -1.41
H -1.98 -1.40 0.75
```


7.
DFT (ωB97M-V/def2-TZVPD) results for a cluster of 2 separate species, C4H10N2 in total.

Energy relative to the best compared isomer or geometry (same formula, charge and spin)   253.6 kJ/mol
Lowest unoccupied orbital energy   0.8 eV
Structure (SMILES)   C=NC.C=NC

XYZ file:
```
16
C4H10N2 (ωB97M-V/def2-TZVPD)
C -2.54 1.98 -2.42
N -2.69 1.17 -3.38
C -1.51 0.72 -4.09
H -3.47 2.16 -1.87
H -1.67 2.47 -2.00
H -1.58 -0.36 -4.15
H -0.50 0.98 -3.77
H -1.71 0.99 -5.12
C 1.26 -0.18 3.12
N 1.82 -0.90 3.99
C 2.45 -2.12 3.56
H 0.94 0.78 3.56
H 1.14 -0.32 2.04
H 3.53 -1.96 3.36
H 2.05 -2.66 2.71
H 2.49 -2.76 4.45
```


8.
DFT (ωB97M-V/def2-TZVPD) results for an isolated molecule of C7H11Cl.

Energy relative to the best compared isomer or geometry (same formula, charge and spin)   165.2 kJ/mol
Lowest unoccupied orbital energy   1.0 eV
Structure (SMILES)   C=C1CCC[C@@]1(C)Cl

XYZ file:
```
19
C7H11Cl (ωB97M-V/def2-TZVPD)
C 0.07 2.28 0.12
C -0.35 1.04 -0.07
C -1.81 0.59 -0.64
C -1.95 -0.92 -0.10
C -0.57 -1.40 -0.05
C 0.26 -0.20 0.32
C 0.57 -0.28 1.83
Cl 1.76 -0.39 -0.79
H -0.21 3.28 -0.03
H 1.17 2.37 0.48
H -2.69 1.01 -0.31
H -1.94 0.54 -1.71
H -2.80 -1.46 -0.70
H -2.11 -0.80 1.06
H -0.16 -1.70 -1.06
H -0.54 -2.30 0.62
H 0.86 -1.35 2.14
H -0.29 -0.01 2.40
H 1.42 0.33 2.13
```


Repeat the sixth record exactly.
DFT (ωB97M-V/def2-TZVPD) results for a cluster of 2 separate species, C3H7ClOSi in total.

Energy relative to the best compared isomer or geometry (same formula, charge and spin)   624.3 kJ/mol
Lowest unoccupied orbital energy (alpha / beta)   -1.5 / -1.1 eV

XYZ file:
```
13
C3H7ClOSi (ωB97M-V/def2-TZVPD)
C 0.94 0.15 -0.66
C 1.78 1.40 -0.61
C -0.51 0.30 -0.76
O 1.42 -0.97 -0.56
Si -1.61 -1.24 -0.67
Cl -1.17 1.84 -0.79
H 1.61 2.01 -1.49
H 2.83 1.14 -0.54
H 1.49 1.98 0.26
H -0.63 -0.50 -3.02
H -0.91 -2.41 -1.15
H -2.83 -0.91 -1.41
H -1.98 -1.40 0.75
```